# 1
DFT (ωB97M-V/def2-TZVPD) results for a structure of composition C35H31CrN4O3 in a non-equilibrium geometry.

Properties
Energy relative to the best compared isomer or geometry (same formula, charge and spin) (kcal per mole): 16.0
HOMO level (alpha / beta) (Eh): -0.4032 / -0.4434
Orbital gap (alpha / beta) (eV): 4.97 / 2.46

Structure (ORCA input):
```
! RIJCOSX wB97M-V def2-TZVPD def2/J DEFGRID3
* xyz 2 4
O -0.511 5.730 2.237
C -0.709 4.920 1.416
Cr -0.955 3.677 0.010
C 0.932 3.631 -0.226
O 2.091 3.688 -0.429
C -0.704 5.034 -1.321
O -0.345 5.834 -2.092
C -2.953 3.178 -0.700
C -2.969 3.208 0.702
C -1.995 2.501 1.437
C -1.038 1.675 0.803
C 0.092 1.111 1.527
C 1.180 0.655 1.882
C 2.332 0.018 2.377
C 3.511 0.025 1.515
C 3.342 0.297 0.143
C 4.397 0.141 -0.754
C 5.632 -0.329 -0.291
C 5.867 -0.421 1.089
C 4.824 -0.184 1.992
C 2.158 -0.981 3.432
C 0.852 -1.153 3.924
C 0.587 -2.010 4.982
C 1.627 -2.696 5.615
C 2.954 -2.476 5.194
C 3.190 -1.791 3.998
C -1.055 1.661 -0.622
C -2.016 2.361 -1.358
H -3.659 3.779 -1.283
H -3.701 3.825 1.232
H -1.942 2.590 2.526
H 2.363 0.642 -0.187
H 4.238 0.363 -1.807
H 6.427 -0.580 -1.000
H 6.858 -0.677 1.474
H 5.019 -0.071 3.065
H 0.045 -0.586 3.453
H -0.449 -2.140 5.296
H 1.424 -3.398 6.420
H 3.793 -2.881 5.768
H 4.167 -1.882 3.513
H -0.275 1.093 -1.131
H -2.007 2.310 -2.450
C 4.801 0.336 7.494
N 4.703 1.725 7.082
C 5.623 2.635 7.743
C 5.349 4.102 7.456
N 4.821 4.331 6.139
C 4.866 5.712 5.752
C 3.969 6.030 4.570
N 3.850 4.939 3.620
C 3.198 5.271 2.371
C 3.869 3.644 4.034
C 3.394 2.579 3.235
N 3.173 1.398 3.801
C 3.459 1.113 5.064
C 4.151 2.037 5.876
C 4.301 3.352 5.361
H 3.813 -0.136 7.515
H 5.448 -0.258 6.829
H 5.227 0.316 8.501
H 5.556 2.451 8.826
H 6.661 2.415 7.419
H 4.641 4.507 8.199
H 6.287 4.679 7.555
H 4.565 6.322 6.623
H 5.907 5.983 5.511
H 2.964 6.292 4.959
H 4.368 6.894 4.021
H 3.663 4.728 1.546
H 2.124 5.038 2.381
H 3.320 6.343 2.213
H 3.173 2.703 2.172
H 3.185 0.126 5.431
*
```

# 2
DFT (ωB97M-V/def2-TZVPD) results for a structure of composition C35H31N3O3S2V.

Properties
Energy relative to the best compared isomer or geometry (same formula, charge and spin) (kcal per mole): 0.0
HOMO level (alpha / beta) (Eh): -0.2189 / -0.2862
Orbital gap (alpha / beta) (eV): 6.25 / 8.08

Structure (ORCA input):
```
! RIJCOSX wB97M-V def2-TZVPD def2/J DEFGRID3
* xyz 0 4
V -1.116 0.635 1.185
O -0.975 0.336 3.112
N -1.837 -0.459 3.631
N -2.580 -1.022 2.765
O -2.414 -0.834 1.476
C -3.517 -2.007 3.192
C -4.200 -2.733 2.226
C -5.115 -3.693 2.635
C -5.345 -3.917 3.983
C -4.656 -3.175 4.933
C -3.739 -2.214 4.549
H -4.011 -2.535 1.183
H -5.652 -4.263 1.888
H -6.061 -4.665 4.295
H -4.835 -3.341 5.987
H -3.203 -1.630 5.279
C 0.393 -4.032 -3.837
C 1.156 -2.984 -3.013
C 2.545 -2.767 -3.629
C 1.334 -3.529 -1.596
C 0.381 -1.670 -3.035
C 0.088 -1.067 -4.274
C -0.662 0.086 -4.377
C -1.133 0.676 -3.210
S -2.110 2.096 -2.986
C -2.040 1.841 -1.269
N -1.333 0.800 -0.893
C -0.826 0.115 -1.970
C -0.075 -1.058 -1.882
C -2.662 2.682 -0.262
C -3.468 3.770 -0.602
C -4.023 4.531 0.409
C -3.756 4.190 1.735
C -2.950 3.106 2.045
C -2.366 2.297 1.064
H 0.934 -4.979 -3.834
H 0.271 -3.718 -4.873
H -0.600 -4.203 -3.419
H 3.115 -3.697 -3.610
H 3.103 -2.014 -3.069
H 2.481 -2.435 -4.664
H 1.895 -4.464 -1.637
H 0.374 -3.741 -1.124
H 1.886 -2.838 -0.960
H 0.438 -1.532 -5.185
H -0.886 0.509 -5.346
H 0.110 -1.483 -0.902
H -3.667 4.018 -1.638
H -4.655 5.376 0.177
H -4.188 4.786 2.531
H -2.766 2.882 3.092
O 0.622 1.876 1.067
S 1.605 1.893 -0.070
C 2.732 3.213 0.377
C 3.751 3.563 -0.496
C 4.599 4.603 -0.156
C 4.412 5.288 1.037
C 3.377 4.938 1.889
C 2.524 3.893 1.563
C 2.688 0.492 0.191
C 2.670 -0.159 1.412
C 3.508 -1.249 1.594
C 4.352 -1.663 0.573
C 4.349 -1.006 -0.650
C 3.496 0.069 -0.853
H 3.885 3.036 -1.431
H 5.400 4.883 -0.824
H 5.072 6.103 1.298
H 3.226 5.479 2.812
H 1.703 3.606 2.205
H 2.001 0.177 2.194
H 3.502 -1.774 2.539
H 5.004 -2.512 0.725
H 4.988 -1.345 -1.453
H 3.453 0.565 -1.815
*
```